1.
22
Properties=species:S:1:pos:R:3:forces:R:3 method="wB97M-V/def2-TZVPD" lumo_energy_ha="-0.0143 / 0.0242" homo_lumo_gap_ha="0.2163 / 0.3086" total_charge=0 de_lowest_kcal_mol=119.3
C -1.3001 0.3181 -0.0297 0.4 -2.5 -0.9
C -2.2974 0.8532 0.5839 -0.5 0.6 1.0
C 1.4863 -0.8427 0.6067 1.4 -1.1 -1.3
C 0.5638 -1.9702 1.0238 -0.9 0.5 0.3
C 0.1085 -1.6588 -1.1413 -3.8 0.9 -3.1
C 0.8706 -0.3874 -0.8136 -0.1 0.3 1.6
N -0.2021 0.6687 -0.7031 2.6 1.8 -0.2
N 0.0560 -2.5721 -0.1947 2.9 1.3 1.4
O 1.8114 2.2902 -0.8021 -0.3 0.6 -0.4
O -0.4093 3.1048 -1.5214 2.8 -1.1 -1.5
O 0.0926 2.8309 0.9011 -0.2 0.0 -1.2
S 0.4363 2.3642 -0.4207 0.0 -2.7 1.1
H -2.3578 1.8415 0.9508 0.3 1.6 -0.1
H -2.9871 0.2822 1.1335 -1.0 -1.2 0.1
H 1.5430 -0.1139 1.3636 -0.5 1.4 0.6
H 2.5895 -1.1804 0.6032 -1.7 0.2 -0.8
H 0.9561 -2.6775 1.6896 1.1 -1.2 0.7
H -0.3105 -1.5857 1.5579 -0.2 0.5 -0.1
H -0.6673 -1.7605 -2.0102 2.0 0.3 1.4
H 1.6218 0.0140 -1.5239 -0.4 -0.7 0.4
H -0.4819 -3.3721 -0.0820 -1.3 -1.3 -0.6
H -1.1223 3.5534 -1.1714 -2.6 1.6 1.5

***

2.
12
Properties=species:S:1:pos:R:3:forces:R:3 method="wB97M-V/def2-TZVPD" lumo_energy_ha=-0.0158 smiles="C=CC(=O)C=C" homo_lumo_gap_ha=0.3468 total_charge=0 de_lowest_kcal_mol=46.9
C -2.5163 0.1539 0.1338 2.8 1.3 -2.0
C -1.2849 -0.4412 0.0032 -1.9 -1.5 0.4
C -0.0316 0.2989 -0.0885 1.7 1.4 0.7
O 0.0057 1.5317 -0.1215 0.0 -1.7 -0.1
C 1.3237 -0.5161 -0.0569 -1.1 1.1 -0.6
C 2.4191 0.2447 0.1355 1.1 -1.5 -0.4
H -3.4499 -0.3435 -0.0269 -0.3 -0.5 0.6
H -2.5239 1.2945 -0.0222 0.0 -1.8 0.7
H -1.0760 -1.5653 0.0001 -1.0 1.5 0.0
H 1.3535 -1.6378 -0.3187 -0.1 2.0 0.5
H 2.4002 1.3575 0.4298 0.0 -2.1 -0.7
H 3.3805 -0.3772 -0.0676 -1.3 1.8 0.8

***

3.
21
Properties=species:S:1:pos:R:3:forces:R:3 method="wB97M-V/def2-TZVPD" lumo_energy_ha=-0.0072 homo_lumo_gap_ha=0.2976 total_charge=0 de_lowest_kcal_mol=11.9
C -0.4323 0.7272 -2.6314 -0.7 0.1 0.7
P 0.5575 0.6940 -1.0901 1.7 -0.3 -1.0
C 0.2523 2.2376 -0.1437 -0.3 -0.2 0.0
C 0.0104 -0.7165 -0.0221 -0.6 -0.5 0.8
I -0.3656 -2.4713 -1.2742 0.3 0.3 0.1
C -1.2605 -0.5449 0.8674 0.9 -0.8 -0.6
C -0.8136 -0.8970 2.2590 -1.9 0.1 1.3
O -1.5360 -1.1651 3.1966 1.6 0.6 -1.4
O 0.5429 -0.8568 2.3252 -0.2 -0.3 0.6
C 1.1203 -1.1053 1.0912 0.4 0.2 -0.7
O 1.5321 -2.4144 1.0854 -0.5 0.0 0.2
Br 2.7969 -0.0422 1.0241 -0.2 0.2 0.1
H -0.4790 -0.2803 -3.0165 0.1 -0.2 -0.2
H -1.4464 1.1044 -2.5460 -0.2 0.1 0.0
H 0.1269 1.3273 -3.3336 0.1 0.3 -0.2
H 1.2187 2.7002 -0.0037 0.2 0.1 0.1
H -0.3759 2.9334 -0.6866 -0.2 0.1 -0.1
H -0.1680 2.0726 0.8427 -0.2 0.0 0.2
H -1.9961 -1.2805 0.5907 -0.5 0.0 -0.1
H -1.6828 0.4446 0.7806 -0.1 0.3 0.3
H 2.3983 -2.4669 0.6849 0.3 -0.2 -0.2

***

4.
14
Properties=species:S:1:pos:R:3:forces:R:3 method="wB97M-V/def2-TZVPD" lumo_energy_ha=-0.1441 smiles=CC(Br)(Br)C[NH3+] homo_lumo_gap_ha=0.3783 total_charge=+1 de_lowest_kcal_mol=34.0
C 0.1544 0.9256 -1.3154 -2.6 3.1 4.1
C -0.4344 0.8249 0.1388 0.0 0.7 -1.1
Br 0.8884 1.6132 1.3351 -0.3 0.0 0.1
Br -2.2774 1.7666 0.4460 2.1 -1.1 -0.6
C -0.6246 -0.6516 0.4481 0.5 2.5 3.9
N 0.6830 -1.2933 0.6938 0.5 -0.7 -4.4
H 0.2534 1.9663 -1.4729 0.8 0.9 -0.7
H 0.9840 0.3695 -1.3503 3.5 -1.7 -0.4
H -0.5698 0.5758 -1.9075 -2.7 -1.4 -2.7
H -1.1956 -0.6226 1.3657 -0.1 -0.8 0.4
H -1.1624 -1.0897 -0.2811 -1.5 -1.8 -2.6
H 0.8224 -2.2612 0.4968 -1.2 -1.8 0.8
H 1.1585 -1.0562 1.4942 1.1 1.0 2.8
H 1.3201 -1.0673 -0.0912 0.0 1.2 0.4

***

5.
13
Properties=species:S:1:pos:R:3:forces:R:3 method="wB97M-V/def2-TZVPD" lumo_energy_ha=0.0306 smiles=Cc1c[nH]c(O)n1 homo_lumo_gap_ha=0.3396 total_charge=0 de_lowest_kcal_mol=24.9
C 2.0146 0.4740 0.1349 0.0 0.0 -0.1
C 0.5984 -0.0015 0.0475 0.2 -0.1 0.2
C 0.1434 -1.2770 0.1841 -1.5 0.4 -0.6
N -1.3705 -1.0900 0.0917 1.0 0.3 -0.4
C -1.5043 0.2349 -0.1057 0.5 0.2 -0.1
O -2.6938 0.8261 -0.3116 0.1 -0.1 0.1
N -0.3987 0.9213 -0.1284 -0.1 0.2 0.1
H 2.1990 0.8420 1.1517 0.0 0.0 -0.2
H 2.1507 1.3041 -0.5613 0.1 -0.1 0.1
H 2.7602 -0.2995 -0.0760 -0.2 0.0 0.0
H 0.7995 -2.0971 -0.1618 -1.3 -0.1 0.8
H -2.2636 -1.5707 0.2918 1.6 -0.5 -0.2
H -2.4350 1.7334 -0.5567 -0.3 -0.2 0.2

***

6.
132
Properties=species:S:1:pos:R:3:forces:R:3 method="wB97M-V/def2-TZVPD" lumo_energy_ha=-0.0003 homo_lumo_gap_ha=0.3437 total_charge=0
C 1.3042 2.5835 4.3004 0.1 0.2 0.0
C 1.3544 2.7377 2.7772 -0.3 -0.3 0.4
C 0.2886 1.9058 2.0392 0.4 0.6 0.1
C -0.9575 2.7362 1.7090 -0.5 -0.5 0.7
C -1.7905 3.1601 2.9505 0.3 0.2 -0.7
C -1.8640 2.0966 0.6702 0.4 0.0 -0.1
C -2.5614 0.8939 0.8550 -0.2 -0.2 0.3
C -2.4013 0.1218 2.1404 0.0 -0.4 0.1
C -1.6077 -1.2058 2.0505 0.3 0.3 0.1
C -0.4935 -1.2308 1.0037 0.3 -0.4 0.0
C 0.8070 -1.8494 1.5323 -0.1 0.3 -0.2
C 1.6563 -2.5032 0.4459 0.1 0.1 -0.3
C 2.6942 -1.5674 -0.1712 0.1 0.0 0.1
C 3.6800 -1.0035 0.8567 0.3 -0.3 -0.3
C 5.0563 -0.6605 0.2681 0.1 0.5 0.0
C 5.5344 0.7402 0.6433 0.1 -0.1 -0.1
C 6.9969 0.9454 0.3278 0.2 0.4 0.1
O 7.2617 2.3398 0.2944 -0.2 -0.1 -0.2
C 8.5001 2.6550 -0.2834 0.4 0.2 0.1
C -3.4141 0.4138 -0.1367 0.0 0.0 0.0
C -4.1945 -0.8521 0.0602 -0.4 0.0 -0.1
C -5.3652 -0.7325 1.0708 0.5 0.0 0.3
O -5.7097 0.6148 1.3637 -0.2 0.0 -0.2
C -3.5510 1.1347 -1.3192 0.1 0.1 -0.1
C -4.4323 0.7661 -2.4616 -0.1 0.1 -0.1
N -2.8664 2.2672 -1.4722 0.3 -0.2 0.3
C -3.0407 3.1029 -2.7975 0.2 0.2 -0.9
O -3.8717 3.9758 -2.6597 -0.2 0.1 0.2
O -2.2739 2.7311 -3.6768 -0.1 -0.1 0.4
C -2.0318 2.7444 -0.5358 -0.3 0.4 -0.3
P -1.0951 4.2780 -0.9027 1.1 -0.2 0.0
O 0.3748 4.0767 -0.8489 -0.1 0.0 0.0
H 1.7997 1.6688 4.6224 -0.1 -0.2 0.0
H 0.2900 2.5849 4.6917 -0.1 0.0 0.0
H 1.8252 3.4119 4.7784 0.1 0.0 0.1
H 1.2382 3.7939 2.5398 0.1 0.1 -0.3
H 2.3366 2.4011 2.4538 0.1 0.2 -0.2
H 0.0642 1.0480 2.6706 -0.1 -0.2 -0.1
H 0.7188 1.5560 1.1025 0.0 -0.1 -0.1
H -0.5569 3.6552 1.2989 0.0 0.0 -0.2
H -1.7234 2.4563 3.7723 -0.1 0.0 0.1
H -1.4571 4.1342 3.2873 0.1 0.0 0.3
H -2.8278 3.2912 2.6473 -0.2 -0.1 0.2
H -1.8979 0.7397 2.8674 0.0 0.1 0.0
H -3.3703 -0.1017 2.5859 -0.2 0.1 -0.1
H -2.2508 -2.0695 1.9034 -0.2 0.0 0.0
H -1.1566 -1.3482 3.0332 0.0 0.0 0.1
H -0.2731 -0.2350 0.6284 -0.1 0.1 -0.1
H -0.8113 -1.8201 0.1491 -0.2 0.0 -0.3
H 0.6125 -2.5531 2.3350 -0.2 -0.1 0.0
H 1.3856 -1.0378 1.9781 0.1 -0.1 0.3
H 1.0225 -2.8798 -0.3602 -0.2 -0.1 0.0
H 2.1765 -3.3777 0.8447 0.1 0.0 0.2
H 3.2638 -2.1205 -0.9212 0.0 -0.1 -0.1
H 2.2070 -0.7482 -0.7053 -0.1 0.0 -0.1
H 3.8260 -1.7631 1.6247 -0.1 0.1 0.2
H 3.2885 -0.1119 1.3435 -0.2 0.0 0.1
H 5.0441 -0.7177 -0.8223 -0.1 -0.1 -0.1
H 5.8068 -1.3658 0.6217 0.0 -0.2 0.0
H 4.9724 1.4881 0.0826 -0.1 0.1 0.0
H 5.3741 0.9272 1.7053 -0.1 0.0 0.1
H 7.2614 0.5085 -0.6415 -0.1 -0.1 -0.1
H 7.6352 0.4922 1.0949 0.0 -0.2 0.0
H 9.3358 2.5502 0.4176 0.0 -0.1 0.2
H 8.7175 2.0482 -1.1618 -0.1 -0.1 -0.1
H 8.4664 3.6935 -0.6023 0.0 0.1 0.0
H -3.5148 -1.6417 0.3620 0.0 -0.1 0.1
H -4.6259 -1.1837 -0.8736 0.2 -0.1 -0.1
H -5.0849 -1.2573 1.9838 -0.1 -0.1 0.1
H -6.2423 -1.2257 0.6614 -0.1 0.0 -0.1
H -5.4547 0.8214 2.2641 0.0 0.0 0.0
H -5.2432 1.4919 -2.5276 -0.1 0.0 0.0
H -4.8193 -0.2299 -2.3635 -0.2 -0.2 0.0
H -3.8826 0.8124 -3.3979 0.1 0.1 0.0
H -1.5380 5.1746 0.0846 -0.4 0.1 -0.2
H -1.5360 4.7319 -2.1473 -0.3 0.1 0.2
C -1.6170 -0.3366 -4.7481 0.0 0.2 0.1
N -1.5143 -1.4749 -3.7968 0.0 0.1 0.1
O -1.3671 -1.2225 -2.6220 0.0 0.0 0.1
O -1.5900 -2.5966 -4.2605 0.0 -0.1 -0.1
H -1.5372 0.5974 -4.1996 0.0 0.0 0.0
H -0.8145 -0.4433 -5.4715 0.0 -0.1 -0.1
H -2.5835 -0.4248 -5.2363 0.0 0.0 -0.1
C -8.2943 0.0328 -2.7852 0.0 0.0 0.1
N -7.5743 -1.2313 -3.1024 0.0 0.1 0.0
O -6.9571 -1.7734 -2.2113 -0.1 -0.1 0.1
O -7.6470 -1.6341 -4.2447 0.0 0.0 0.0
H -8.1318 0.2633 -1.7391 0.0 0.0 0.0
H -7.8886 0.8057 -3.4310 0.0 0.0 -0.1
H -9.3451 -0.1325 -3.0010 0.0 0.0 -0.1
C 5.9621 -4.7236 0.9443 0.0 0.1 -0.1
N 5.8123 -4.1403 2.3058 -0.1 0.0 -0.1
O 5.8786 -2.9384 2.4118 0.1 0.0 0.2
O 5.6233 -4.9201 3.2189 0.0 0.0 0.0
H 6.1170 -3.9120 0.2433 0.0 0.0 0.0
H 6.8132 -5.3968 0.9726 0.0 -0.1 0.0
H 5.0491 -5.2691 0.7260 0.0 -0.1 0.0
C 6.0486 4.4295 -3.4594 0.0 0.0 0.1
N 6.8293 3.2717 -3.9782 -0.1 0.0 0.1
O 7.6378 2.7597 -3.2328 0.0 0.0 -0.1
O 6.5959 2.9153 -5.1124 0.0 0.0 -0.1
H 6.3629 4.6209 -2.4406 0.0 0.0 0.0
H 6.2540 5.2741 -4.1095 0.0 0.0 -0.1
H 4.9987 4.1576 -3.5061 0.0 0.0 -0.1
C -4.9813 -3.7750 -4.7097 0.0 0.2 -0.1
N -4.2574 -3.5743 -3.4291 0.1 -0.2 0.1
O -4.2280 -2.4640 -2.9415 0.0 0.2 -0.1
O -3.7174 -4.5487 -2.9507 0.0 0.0 0.0
H -5.4210 -2.8369 -5.0230 0.0 0.0 0.1
H -4.2436 -4.1359 -5.4188 -0.1 -0.1 -0.1
H -5.7439 -4.5262 -4.5325 0.0 -0.1 0.0
C -2.5842 6.9185 6.5844 0.1 0.0 0.1
N -2.1368 5.8474 5.6518 0.0 0.0 0.0
O -1.2652 5.0939 6.0275 0.0 0.0 0.0
O -2.6816 5.8029 4.5686 -0.1 0.1 0.0
H -2.0129 6.8316 7.5002 0.0 0.0 0.0
H -2.4074 7.8692 6.0916 -0.1 0.0 0.0
H -3.6452 6.7711 6.7593 0.0 0.0 -0.1
C -1.0046 -5.6922 -5.1711 0.0 -0.1 0.1
N -1.8510 -5.1741 -6.2797 0.1 0.1 0.0
O -2.9405 -5.6864 -6.4578 0.0 -0.1 0.0
O -1.4061 -4.2532 -6.9276 0.0 -0.1 -0.1
H -1.5397 -6.4977 -4.6841 0.0 0.0 0.0
H -0.0733 -6.0348 -5.6114 0.0 0.1 0.0
H -0.8280 -4.8620 -4.4920 0.0 0.0 -0.1
C 2.9479 -4.9571 5.4288 -0.1 -0.1 0.1
N 1.9104 -4.3340 4.5617 0.1 0.0 0.0
O 0.7742 -4.7526 4.6347 0.0 0.0 0.0
O 2.2775 -3.4370 3.8321 0.1 0.0 0.0
H 2.4754 -5.7334 6.0183 0.0 0.0 0.0
H 3.7171 -5.3555 4.7758 0.1 0.1 0.0
H 3.3569 -4.1705 6.0549 0.1 0.0 -0.1

***

| no. | E (Ha) |
| --- | --- |
| 1 | -967.8364 |
| 2 | -269.2714 |
| 3 | -3672.7879 |
| 4 | -5321.5833 |
| 5 | -340.7553 |
| 6 | -3711.6470 |